Entry 1:
{"formula": "C4H8O2", "method": "ωB97M-V with the def2-TZVPD basis set", "lumo_ev": 1.020, "fmax_ev_per_a": 0.4, "relative_energy_ev": 2.288, "smiles": "OCC[C@H]1CO1", "symbols": ["O", "C", "C", "C", "C", "O", "H", "H", "H", "H", "H", "H", "H", "H"], "positions_angstrom": [[1.218353, 1.105210, 0.743838], [1.481110, -0.225006, 0.352207], [0.311413, -1.002761, -0.315613], [-0.943177, -0.230912, -0.668769], [-1.546055, 0.779551, 0.198026], [-0.848715, 1.155248, -0.998041], [0.818057, 1.547966, -0.021938], [2.347515, -0.251645, -0.323538], [1.776687, -0.744382, 1.267728], [0.685817, -1.475017, -1.232028], [-0.011425, -1.827185, 0.332988], [-1.617520, -0.775134, -1.333698], [-1.029796, 1.050437, 1.115114], [-2.621055, 0.944390, 0.170995]], "forces_ev_per_angstrom": [[-0.0298, 0.1419, -0.1728], [0.1787, -0.3163, 0.0004], [-0.0102, 0.0300, -0.0247], [-0.0174, -0.2531, 0.0320], [-0.2040, 0.0185, 0.2026], [0.0476, 0.1258, -0.1663], [0.0819, -0.0316, 0.1849], [-0.1161, 0.0091, 0.0707], [0.0096, 0.0346, -0.1257], [-0.0580, 0.0917, 0.1179], [0.0427, 0.1231, -0.0664], [0.0959, 0.0875, 0.1206], [-0.1573, -0.0448, -0.1213], [0.1363, -0.0164, -0.0519]]}

=====

Entry 2:
{"formula": "C4H8O2", "method": "ωB97M-V with the def2-TZVPD basis set", "lumo_ev": 0.863, "fmax_ev_per_a": 2.0, "relative_energy_ev": 2.650, "smiles": "CC[C@@H](O)C=O", "symbols": ["C", "C", "C", "O", "C", "O", "H", "H", "H", "H", "H", "H", "H", "H"], "positions_angstrom": [[-1.474662, -0.817211, 0.383723], [-0.554700, -0.020708, -0.820551], [0.439222, 0.832365, -0.001765], [0.263254, 0.532818, 1.352423], [1.874069, 0.458716, -0.317903], [2.404535, -0.435135, 0.304874], [-2.439815, -0.314265, 0.383967], [-1.282830, -0.902617, 1.496834], [-1.503240, -1.851317, 0.067857], [-1.120961, 0.626656, -1.540380], [-0.017190, -0.698154, -1.527747], [0.263658, 1.905977, -0.119847], [0.730471, -0.317505, 1.449191], [2.418187, 1.000385, -1.110680]], "forces_ev_per_angstrom": [[-0.1089, 0.0744, -1.4442], [-0.4514, -0.5236, 1.0680], [0.1702, 0.1822, 0.3094], [1.0272, 0.7017, 0.7056], [0.2102, -0.3258, 0.1133], [-0.0320, 0.4040, -0.4732], [-0.2685, -0.4254, -0.4014], [0.7106, 0.6278, -1.7123], [-0.7039, -0.1841, -0.3862], [-0.1570, -0.5996, 1.1176], [-0.4260, -0.0707, 0.9525], [0.1073, -0.1295, -0.1183], [-0.0319, 0.3518, 0.3562], [-0.0457, -0.0831, -0.0870]]}

=====

Entry 3:
{"formula": "C4H8O2", "method": "ωB97M-V with the def2-TZVPD basis set", "lumo_ev": 0.628, "fmax_ev_per_a": 1.3, "relative_energy_ev": 4.400, "smiles": "C=C/C(O)=C/O.[H][H]", "symbols": ["C", "C", "C", "O", "C", "O", "H", "H", "H", "H", "H", "H", "H", "H"], "positions_angstrom": [[0.878583, 1.153010, 1.288944], [1.284296, 0.268317, 0.378020], [0.134057, -0.561817, 0.006482], [0.251325, -1.749357, 0.673932], [-1.002185, -0.173314, -0.560007], [-2.054447, -1.066655, -0.541908], [1.402831, 1.299658, 2.214116], [-0.106500, 1.594633, 1.191392], [2.281901, -0.167286, 0.367326], [-0.647135, -2.091755, 0.780962], [-1.177304, 0.846576, -0.889552], [-2.839104, -0.620332, -0.866316], [0.512909, 0.498819, -2.221076], [1.080773, 0.769505, -1.822315]], "forces_ev_per_angstrom": [[0.3816, 0.2236, 0.1877], [-0.4479, -0.0898, 1.0352], [-0.4482, -0.0123, -0.5399], [-0.2872, -0.4103, -0.2649], [0.3027, -0.0860, 0.1438], [-0.4572, 0.0062, 0.0273], [0.7959, 1.0592, -0.0874], [-0.0824, -0.4106, 0.4280], [-0.2415, -0.0321, 0.1071], [0.0338, -0.2196, -0.0861], [0.0532, -0.3562, -0.2132], [-0.0841, -0.1117, 0.0168], [0.3582, 0.1884, -0.2410], [0.1230, 0.2513, -0.5132]]}

=====

Entry 4:
{"formula": "C4H8O2", "method": "ωB97M-V with the def2-TZVPD basis set", "lumo_ev": 0.797, "fmax_ev_per_a": 2.5, "relative_energy_ev": 2.710, "symbols": ["O", "C", "C", "C", "O", "C", "H", "H", "H", "H", "H", "H", "H", "H"], "positions_angstrom": [[-2.050878, -1.132046, -0.026759], [-1.202987, -0.013574, -0.202251], [0.135224, -0.167037, 0.452103], [1.210392, -0.831051, -0.408193], [1.753350, 0.450311, -0.771784], [0.948176, 1.104435, 0.218468], [-2.642367, -0.534643, 0.434060], [-1.735791, 0.823582, 0.321827], [-1.133348, 0.269283, -1.258226], [0.016705, -0.534209, 1.476757], [1.932186, -1.431468, 0.159097], [0.861181, -1.403499, -1.275607], [1.529974, 1.451250, 1.078478], [0.378183, 1.948665, -0.197970]], "forces_ev_per_angstrom": [[-0.3458, 0.5765, 0.2326], [0.2985, 1.0787, 0.0448], [0.0153, 0.0377, 0.0398], [0.0125, -0.3739, -0.0442], [0.2258, 0.0489, -0.1275], [0.0199, 0.3284, 0.2069], [-1.6158, -1.8032, 0.3905], [0.7776, 0.0235, -0.5277], [0.2593, -0.0860, -0.0012], [0.0739, 0.1206, -0.1872], [-0.0498, 0.0939, -0.0903], [0.0678, 0.0988, 0.0965], [0.0727, -0.0210, -0.0978], [0.1881, -0.1227, 0.0647]]}

=====

Entry 5:
{"formula": "C4H8O2", "method": "ωB97M-V with the def2-TZVPD basis set", "lumo_ev": [-5.717, -8.091], "fmax_ev_per_a": 1.5, "multiplicity": 2, "relative_energy_ev": 1.216, "charge": 1, "symbols": ["C", "C", "O", "C", "C", "H", "H", "H", "H", "H", "H", "H", "H", "O"], "positions_angstrom": [[-1.304482, 1.470555, -0.748647], [-0.648246, 0.681839, 0.183842], [-0.131613, 1.090022, 1.314591], [-0.552003, -0.701503, -0.101206], [-0.618018, -1.670555, 0.872457], [-1.813187, 2.373817, -0.450684], [-1.408191, 1.119961, -1.760402], [-0.557649, 1.833915, 1.767944], [-0.628326, -1.061295, -1.119901], [-0.040858, -1.554719, 1.782539], [-1.074033, -2.602928, 0.574373], [2.462256, -1.644881, -0.876734], [1.763932, -0.378182, -1.311794], [2.625033, -0.804627, -1.330021]], "forces_ev_per_angstrom": [[-0.4262, 0.2310, 0.1583], [1.1222, -0.1998, -0.0968], [-0.3965, -0.1675, 0.7931], [-0.4149, -0.9502, -0.0859], [1.1577, 0.4944, -0.7654], [0.1496, 0.3185, -0.0793], [-0.1158, -0.1017, -0.1468], [0.0670, 0.2541, -0.3625], [-0.6788, 0.4036, -0.1832], [-0.8673, 0.0676, 0.5392], [0.3016, -0.3374, 0.2628], [0.3192, 0.1179, -0.1722], [0.1265, 0.1710, -0.1564], [-0.3443, -0.3015, 0.2950]]}

=====

Entry 6:
{"formula": "C4H8O2", "method": "ωB97M-V with the def2-TZVPD basis set", "lumo_ev": [-5.209, -9.263], "fmax_ev_per_a": 2.7, "multiplicity": 2, "relative_energy_ev": 2.151, "charge": 1, "symbols": ["C", "C", "O", "H", "H", "H", "H", "C", "C", "O", "H", "H", "H", "H"], "positions_angstrom": [[-2.500288, -1.542854, 1.156229], [-1.801870, -2.722434, 1.054608], [-1.133067, -3.094276, -0.000936], [-2.997948, -1.157251, 2.040022], [-2.546148, -0.944965, 0.246693], [-1.674951, -3.448516, 1.874661], [-1.185777, -2.413471, -0.701891], [2.823103, 2.149557, -1.266381], [1.928433, 2.328026, -0.310021], [0.580781, 2.285646, -0.455158], [3.858296, 2.385373, -1.173000], [2.372406, 2.068114, -2.272131], [2.253000, 2.472995, 0.703141], [0.024029, 1.634062, -0.895835]], "forces_ev_per_angstrom": [[-0.5331, 1.2991, -0.7697], [1.5498, -2.1454, 0.4407], [-0.8290, 0.8755, 0.6928], [0.1459, -0.3708, 0.0401], [-0.1578, 0.1795, 0.2141], [-0.3033, 0.4023, -0.3524], [0.1288, -0.2552, -0.2392], [-1.6436, 0.6129, -1.4166], [0.8320, -1.1853, -0.2597], [-1.4336, 0.7994, 0.9550], [0.4742, -0.2639, 0.2801], [0.7065, -0.2060, 0.3495], [-0.2619, 0.3607, 0.4675], [1.3249, -0.1026, -0.4022]]}

=====

Entry 7:
{"formula": "C4H8O2S", "method": "ωB97M-V with the def2-TZVPD basis set", "lumo_ev": 0.530, "fmax_ev_per_a": 1.9, "relative_energy_ev": 1.814, "smiles": "O[C@H]1[C@@H](O)C[C@@H]1S", "symbols": ["O", "C", "C", "O", "C", "C", "S", "H", "H", "H", "H", "H", "H", "H", "H"], "positions_angstrom": [[0.671859, 0.502633, -1.662404], [0.730519, -0.066926, -0.381672], [0.432996, 1.003303, 0.704959], [0.167561, 2.247971, 0.172803], [-0.791067, 0.125360, 1.169356], [-0.608915, -0.837142, -0.027537], [-0.458482, -2.588287, 0.218982], [0.506474, -0.093806, -2.403165], [1.671631, -0.566582, -0.217270], [1.162016, 1.162822, 1.512349], [-0.095885, 2.194865, -0.732993], [-0.701801, -0.348455, 2.139186], [-1.735045, 0.701311, 1.166571], [-1.313249, -0.623603, -0.824377], [0.361389, -2.813465, -0.834787]], "forces_ev_per_angstrom": [[0.2875, 0.9107, -0.5548], [-0.9367, -0.4048, -0.2097], [-0.5015, -0.8281, 0.3475], [-0.1307, 1.0523, 1.2007], [-0.5924, 0.7008, -0.1154], [1.3729, 1.1931, -0.3825], [0.1388, -0.7053, 0.1932], [0.0803, -0.2845, 0.6014], [0.2111, -0.6196, 0.0464], [0.0458, -0.3080, -0.4647], [-0.1823, -0.3750, -1.0102], [0.2685, -0.0467, 0.1973], [0.3655, -0.3515, -0.0705], [-0.1811, 0.0117, -0.0350], [-0.2457, 0.0548, 0.2562]]}

=====

Entry 8:
{"formula": "C4H8O2S", "method": "ωB97M-V with the def2-TZVPD basis set", "lumo_ev": 0.552, "fmax_ev_per_a": 2.9, "relative_energy_ev": 1.350, "smiles": "O=C(CO)CCS", "symbols": ["O", "C", "C", "O", "C", "C", "S", "H", "H", "H", "H", "H", "H", "H", "H"], "positions_angstrom": [[-1.102838, 0.390584, -1.798698], [-0.867891, 0.145975, -0.669562], [-1.306329, 1.102418, 0.442674], [-0.675163, 0.920168, 1.728044], [-0.144409, -1.143023, -0.186111], [1.311603, -0.838164, 0.102660], [2.316522, -0.271311, -1.282454], [-1.236289, 2.181980, 0.138943], [-2.405942, 0.830439, 0.493234], [0.232377, 1.177046, 1.602895], [-0.683642, -1.411877, 0.758436], [-0.232101, -1.915060, -0.988270], [1.851579, -1.653029, 0.488151], [1.496391, -0.131563, 0.921791], [1.446130, 0.615419, -1.751734]], "forces_ev_per_angstrom": [[-0.4963, 0.3955, -2.1174], [1.2608, -0.8049, 2.4409], [-0.7729, 0.4579, 0.2658], [-1.2253, -0.2179, -0.9277], [-1.0534, 0.3440, -0.2000], [0.3201, 1.3025, 0.4736], [0.2013, -0.2282, -0.3373], [-0.1020, -1.0557, -0.0546], [1.0758, 0.5205, 0.5459], [0.5040, 0.2317, 0.1334], [0.6292, -0.2163, -0.7484], [-0.0094, 0.5507, 0.7385], [0.4386, -1.6364, 0.1802], [-0.6330, 0.1088, -0.2269], [-0.1376, 0.2480, -0.1659]]}

=====

no.,total energy (eV)
1,-8370.9936
2,-8370.6314
3,-8368.8813
4,-8370.5721
5,-8362.0116
6,-8361.0769
7,-19206.5841
8,-19207.0483